A molecular structure, C22H85CuN40O21 at a distorted geometry. Source: the OMol25 dataset; level of theory: the ωB97M-V functional and the def2-TZVPD basis.

Results
Frontier orbital gap in eV: 8.07
Charge: 0
HOMO in Ha: -0.2910
Energy above the lowest of the compared OMol25 structures with the same formula, charge and spin in eV: 0.000

Each line ends with the Löwdin charge.
Atoms and positions in Å:
Cu1 20.595 17.510 13.795  0.43
C1 17.640 17.260 12.889  -0.09
C2 18.758 16.686 11.992  -0.39
O1 20.019 17.314 12.048  -0.42
H1 17.771 18.366 13.044  0.08
H2 17.646 16.788 13.858  0.06
H3 16.699 17.209 12.290  0.04
H4 18.326 16.954 10.984  0.08
H5 18.898 15.566 12.134  0.12
C3 16.678 20.749 16.483  -0.60
O2 17.679 20.603 17.246  -0.06
N1 15.394 20.609 16.916  0.18
N2 16.785 21.218 15.191  0.17
H6 14.739 20.384 16.172  0.07
H7 15.159 20.225 17.804  0.10
H8 15.929 21.123 14.656  0.06
H9 17.725 21.123 14.769  0.07
C4 23.376 15.548 11.004  -0.66
O3 23.879 16.058 12.001  -0.03
N3 22.141 15.821 10.631  0.21
N4 24.107 14.679 10.186  0.17
H10 21.542 16.223 11.315  0.05
H11 21.868 15.324 9.787  0.07
H12 25.027 14.553 10.560  0.10
H13 23.720 14.068 9.536  0.04
C5 19.019 20.897 12.193  -0.72
O4 18.882 20.635 13.383  -0.01
N5 19.223 19.939 11.305  0.19
N6 18.880 22.149 11.651  0.15
H14 19.536 19.086 11.804  0.07
H15 19.626 20.237 10.388  0.09
H16 18.705 22.868 12.358  0.11
H17 18.306 22.237 10.796  0.05
C6 20.809 19.383 8.405  -0.69
O5 21.211 20.440 8.830  0.03
N7 20.635 19.163 7.043  0.16
N8 20.426 18.340 9.142  0.18
H18 21.025 19.903 6.575  0.06
H19 20.762 18.282 6.543  0.09
H20 20.244 17.505 8.601  0.07
H21 20.733 18.119 10.075  0.07
C7 12.785 17.928 9.019  -0.63
O6 13.188 17.124 8.160  -0.04
N9 13.096 17.891 10.364  0.17
N10 11.946 18.976 8.642  0.14
H22 13.760 17.124 10.593  0.09
H23 12.465 18.299 11.029  0.05
H24 11.371 19.359 9.417  0.07
H25 11.462 18.780 7.754  0.11
C8 12.387 14.011 7.006  -0.66
O7 11.863 13.052 6.522  0.04
N11 12.532 14.197 8.383  0.13
N12 12.906 15.052 6.168  0.13
H26 13.148 14.939 8.728  0.06
H27 12.588 13.296 8.873  0.10
H28 12.603 15.022 5.204  0.09
H29 12.877 15.971 6.576  0.03
C9 14.552 21.926 12.104  -0.73
O8 14.219 21.415 13.152  0.01
N13 13.747 22.273 11.151  0.19
N14 15.851 22.245 11.930  0.19
H30 12.784 21.970 11.307  0.11
H31 13.944 23.085 10.496  0.14
H32 16.578 22.051 12.591  0.07
H33 16.127 22.149 10.937  0.07
C10 16.937 9.696 15.899  -0.69
O9 16.189 9.132 15.161  0.04
N15 16.772 11.024 16.427  0.14
N16 18.095 9.076 16.269  0.15
H34 16.117 11.579 15.877  0.09
H35 17.672 11.468 16.590  0.05
H36 18.106 8.113 15.973  0.10
H37 18.989 9.471 16.375  0.06
C11 20.498 12.523 15.308  -0.67
O10 19.738 11.917 16.034  0.01
N17 21.599 11.860 14.690  0.13
N18 20.329 13.763 14.842  0.20
H38 22.444 12.412 14.483  0.04
H39 21.770 10.922 15.108  0.12
H40 19.590 14.305 15.314  0.12
H41 21.031 14.242 14.364  0.07
C12 21.419 14.559 7.339  -0.63
O11 21.992 14.122 8.327  0.01
N19 21.818 14.070 6.080  0.15
N20 20.381 15.402 7.305  0.18
H42 21.559 14.535 5.227  0.09
H43 22.781 13.800 6.225  0.10
H44 19.732 15.347 8.080  0.05
H45 19.979 15.595 6.414  0.10
C13 19.625 17.999 16.243  -0.63
O12 20.044 16.973 15.594  -0.10
N21 18.446 17.932 16.887  0.19
N22 20.334 19.133 16.239  0.20
H46 17.867 17.124 16.697  0.11
H47 18.065 18.846 17.249  0.08
H48 19.725 19.915 16.551  0.11
H49 21.147 19.144 15.598  0.08
C14 13.843 18.097 14.601  -0.65
O13 13.267 18.885 15.410  -0.06
N23 14.465 18.440 13.480  0.22
N24 13.807 16.784 14.913  0.15
H50 14.939 17.743 12.967  0.03
H51 14.520 19.392 13.291  0.05
H52 14.190 16.017 14.308  0.10
H53 13.177 16.533 15.664  0.11
C15 16.569 19.956 8.811  -0.66
O14 17.467 20.705 8.395  -0.01
N25 15.364 20.331 9.028  0.22
N26 16.963 18.670 9.207  0.16
H54 14.584 19.756 9.381  0.11
H55 15.182 21.273 8.731  0.08
H56 17.912 18.596 9.481  0.02
H57 16.520 18.076 9.924  0.09
C16 16.314 23.984 9.069  -0.67
O15 15.351 23.331 8.722  0.01
N27 17.413 23.305 9.442  0.12
N28 16.199 25.318 9.365  0.18
H58 17.390 22.410 8.953  0.05
H59 18.385 23.725 9.493  0.15
H60 15.269 25.685 9.309  0.10
H61 16.975 25.914 9.571  0.10
C17 14.837 14.694 11.936  -0.62
O16 14.607 15.900 12.219  -0.08
N29 13.821 13.789 11.830  0.18
N30 16.115 14.339 11.707  0.21
H62 14.041 12.790 11.816  0.12
H63 12.885 14.106 11.979  0.10
H64 16.255 13.481 11.156  0.06
H65 16.822 15.056 11.684  0.07
C18 22.602 19.688 13.055  -0.58
O17 22.528 19.144 14.206  -0.05
N31 23.414 19.136 12.084  0.17
N32 22.085 20.931 12.712  0.17
H66 23.289 19.517 11.141  0.10
H67 23.606 18.123 12.137  0.08
H68 22.030 21.306 11.773  0.10
H69 21.503 21.386 13.411  0.10
C19 10.854 19.936 12.379  -0.63
O18 11.460 19.859 11.339  0.00
N33 9.511 19.640 12.512  0.14
N34 11.426 20.279 13.574  0.20
H70 8.938 19.578 11.643  0.12
H71 8.944 20.070 13.221  0.09
H72 12.383 20.270 13.602  0.01
H73 11.058 19.813 14.361  0.09
C20 18.318 11.694 11.805  -0.63
O19 17.392 11.982 11.066  -0.03
N35 18.066 11.137 13.081  0.18
N36 19.600 11.913 11.462  0.18
H74 18.881 10.904 13.632  0.07
H75 17.142 10.884 13.403  0.09
H76 19.774 12.506 10.654  0.11
H77 20.321 11.719 12.187  0.11
C21 24.856 13.196 14.808  -0.69
O20 24.932 12.021 14.952  0.05
N37 25.403 14.060 15.743  0.14
N38 24.110 13.752 13.765  0.13
H78 25.441 15.086 15.708  0.11
H79 26.106 13.700 16.410  0.12
H80 24.101 13.163 12.940  0.10
H81 24.313 14.702 13.435  0.06
C22 17.091 14.582 8.248  -0.64
O21 18.151 14.848 8.811  -0.04
N39 16.492 13.374 8.383  0.17
N40 16.530 15.585 7.471  0.19
H82 16.891 12.721 9.109  0.10
H83 15.729 13.058 7.789  0.11
H84 15.598 15.435 7.263  0.04
H85 16.858 16.536 7.524  0.08

***

A molecular structure, C22H96Br2F10INO44PS3 at a distorted geometry. Source: the OMol25 dataset; level of theory: the ωB97M-V functional and the def2-TZVPD basis.

Results
Frontier orbital gap in eV: 5.99
Charge: +1
HOMO in Ha: -0.3781

Each line ends with the Löwdin charge.
Atoms and positions in Å:
C1 4.499 2.562 0.430  0.02
C2 4.238 4.156 0.264  -0.35
O1 5.230 4.908 0.003  0.07
O2 2.902 4.646 0.414  -0.09
C3 2.294 4.897 -0.883  -0.15
C4 1.798 3.524 -1.629  -0.16
C5 0.763 2.847 -0.631  -0.23
C6 -0.392 1.837 -1.128  -0.30
S1 0.149 1.277 -2.854  0.90
O3 -0.840 0.267 -3.454  -0.38
O4 -0.061 2.398 -3.889  -0.31
C7 1.818 0.646 -3.198  -0.31
F1 2.766 0.471 -2.170  0.07
F2 2.502 1.614 -4.033  0.05
C8 1.935 -0.710 -4.101  -0.21
F3 1.204 -1.801 -3.614  0.09
F4 3.319 -1.087 -3.985  0.08
C9 1.641 -0.536 -5.656  -0.19
F5 0.941 -1.730 -6.057  0.08
F6 0.793 0.520 -6.023  0.11
C10 2.955 -0.531 -6.607  -0.31
F7 2.459 -0.224 -7.917  0.08
F8 3.533 -1.820 -6.737  0.11
F9 3.877 0.474 -6.305  0.13
C11 -1.867 2.530 -1.324  -0.21
P1 -1.873 4.444 -1.353  0.41
O5 -0.644 5.120 -2.344  -0.21
O6 -3.231 5.074 -2.247  -0.25
S2 -1.834 5.378 0.313  0.45
N1 -3.103 1.854 -0.789  -0.16
C12 -4.051 2.772 -0.003  -0.16
C13 -5.417 2.135 0.530  -0.24
C14 -5.417 2.177 2.167  -0.52
S3 -7.219 2.159 2.690  0.70
C15 -3.928 1.281 -1.945  -0.10
C16 -4.674 2.338 -2.880  -0.64
O7 -4.093 2.762 -3.919  -0.03
Br1 -6.512 3.032 -2.628  0.84
C17 -2.956 0.734 0.182  -0.21
C18 -1.691 -0.227 0.141  -0.67
I1 -2.143 -1.789 -1.303  1.27
C19 -1.820 -1.063 1.550  -0.13
C20 -2.855 -2.320 1.435  -0.36
O8 -4.112 -2.219 1.446  0.04
F10 -2.326 -3.703 1.452  -0.04
C21 -0.388 0.649 -0.013  -0.53
Br2 -0.333 1.554 1.834  1.00
C22 0.879 -0.261 0.130  -0.24
O9 1.023 -1.387 -0.748  -0.23
O10 2.175 -2.005 -0.372  -0.06
H1 5.520 2.356 0.915  0.08
H2 3.678 2.107 1.079  0.08
H3 4.470 2.083 -0.608  0.08
H4 1.401 5.624 -0.793  0.14
H5 3.059 5.434 -1.548  0.15
H6 2.796 2.957 -1.773  0.11
H7 1.480 3.873 -2.646  0.10
H8 0.382 3.683 0.071  0.07
H9 1.555 2.345 0.055  0.09
H10 -2.033 2.395 -2.477  0.12
H11 -0.837 4.852 -3.277  0.09
H12 -3.046 5.022 -3.213  0.08
H13 -4.422 3.683 -0.565  0.11
H14 -3.536 3.191 0.944  0.12
H15 -6.345 2.762 0.250  0.07
H16 -5.672 1.072 0.246  0.11
H17 -4.813 1.315 2.621  0.07
H18 -5.008 3.220 2.492  0.04
H19 -7.990 2.757 1.682  -0.11
H20 -3.265 0.658 -2.663  0.12
H21 -4.745 0.558 -1.631  0.14
H22 -3.817 -0.041 0.168  0.12
H23 -3.036 1.120 1.270  0.12
H24 -2.238 -0.460 2.415  0.12
H25 -0.861 -1.559 1.892  0.13
H26 1.909 0.273 0.144  0.15
H27 0.881 -0.702 1.205  0.10
H28 2.224 -2.888 -0.821  0.10
O11 -4.488 -4.854 3.227  -0.04
H29 -3.984 -4.416 2.533  -0.01
H30 -5.142 -5.379 2.748  0.06
O12 2.287 -4.799 -1.334  -0.04
H31 2.534 -4.813 -2.268  0.07
H32 1.498 -5.364 -1.291  0.03
O13 2.474 -2.531 2.411  -0.06
H33 3.292 -3.044 2.471  0.04
H34 2.429 -2.271 1.481  0.00
O14 -6.748 -0.723 2.688  -0.11
H35 -7.116 -1.354 3.320  0.05
H36 -6.196 -1.265 2.111  0.00
O15 2.828 1.457 -10.814  -0.05
H37 2.656 0.542 -11.067  0.05
H38 2.914 1.422 -9.852  0.03
O16 5.254 -1.712 0.787  -0.04
H39 5.752 -2.467 0.439  0.01
H40 4.436 -1.714 0.278  0.02
O17 -6.618 -3.508 -0.072  -0.05
H41 -6.462 -4.444 -0.246  0.04
H42 -5.880 -3.246 0.492  -0.01
O18 1.736 4.071 -10.333  -0.08
H43 2.228 3.314 -10.683  -0.01
H44 0.917 4.076 -10.846  0.02
O19 1.318 -4.851 3.966  -0.04
H45 0.415 -4.535 3.841  0.06
H46 1.869 -4.093 3.725  0.03
O20 -0.416 -5.866 -1.962  -0.05
H47 -0.453 -4.925 -2.163  0.03
H48 -1.059 -5.975 -1.249  0.04
O21 -0.244 -5.876 1.143  -0.05
H49 0.357 -5.466 1.780  0.01
H50 -1.108 -5.821 1.571  0.02
O22 -5.221 -2.873 5.759  -0.07
H51 -5.587 -3.509 6.386  0.04
H52 -4.656 -3.409 5.186  0.00
O23 -5.576 5.041 2.633  -0.10
H53 -6.093 5.558 3.268  0.03
H54 -4.842 5.624 2.400  0.05
O24 2.269 0.478 3.392  -0.11
H55 2.885 0.672 4.111  0.05
H56 2.455 -0.449 3.171  0.00
O25 -3.597 2.446 4.754  -0.07
H57 -2.980 2.838 5.387  0.01
H58 -4.457 2.521 5.187  0.05
O26 3.668 7.485 1.520  -0.06
H59 3.509 6.564 1.274  -0.01
H60 3.761 7.459 2.480  0.04
O27 3.488 -5.919 1.507  -0.04
H61 4.208 -6.532 1.313  0.05
H62 3.043 -5.805 0.656  0.02
O28 6.770 3.665 2.324  -0.07
H63 6.597 4.190 1.538  0.00
H64 7.307 4.237 2.884  0.05
O29 -3.426 8.036 -1.257  -0.07
H65 -3.279 7.097 -1.430  -0.04
H66 -2.685 8.288 -0.692  0.04
O30 0.556 -9.200 -1.884  -0.06
H67 0.520 -8.256 -2.086  0.01
H68 -0.085 -9.311 -1.171  0.04
O31 -7.994 0.202 -2.001  -0.11
H69 -7.754 0.212 -2.936  0.01
H70 -8.764 -0.380 -1.964  0.05
O32 6.508 -3.990 -0.658  -0.04
H71 7.093 -3.646 -1.345  0.06
H72 6.628 -4.947 -0.706  0.06
O33 -2.196 8.416 -4.222  -0.07
H73 -2.205 9.359 -4.426  0.04
H74 -2.845 8.325 -3.510  0.00
O34 -2.723 -7.224 3.711  -0.07
H75 -3.545 -7.060 4.190  0.02
H76 -2.421 -8.076 4.049  0.04
O35 4.575 -2.021 4.181  -0.06
H77 5.244 -1.894 3.496  0.03
H78 4.969 -2.678 4.774  0.01
O36 -1.549 3.671 -10.339  -0.05
H79 -1.721 2.756 -10.592  0.04
H80 -1.462 3.636 -9.378  0.04
O37 6.668 0.778 -0.869  -0.06
H81 6.296 0.144 -0.242  0.02
H82 7.228 0.240 -1.443  0.06
O38 8.570 2.390 0.890  -0.07
H83 9.078 2.822 0.192  0.04
H84 7.910 1.871 0.411  -0.01
O39 2.385 -8.156 3.201  -0.06
H85 2.376 -7.206 3.013  0.00
H86 1.736 -8.261 3.909  0.04
O40 -2.018 2.271 7.359  -0.06
H87 -1.406 2.478 8.076  0.05
H88 -1.829 1.348 7.149  0.05
O41 4.980 -9.288 3.990  -0.07
H89 4.070 -8.973 3.872  -0.01
H90 5.523 -8.524 3.764  0.02
O42 6.713 -3.299 5.564  -0.05
H91 6.857 -4.240 5.399  0.05
H92 7.453 -3.045 6.130  0.06
O43 -5.884 5.694 5.253  -0.05
H93 -5.268 6.086 5.884  0.06
H94 -6.743 5.769 5.687  0.06
O44 2.034 -6.841 5.934  -0.07
H95 1.881 -6.298 5.149  -0.02
H96 2.580 -6.287 6.503  0.04